C4H6O2 as an isolated structure, computed with wB97M-V/def2-TZVPD.

Atoms and positions in Å:
O 1.8074 0.8071 1.2285
C 1.8623 0.2585 0.1567
C 0.6660 -0.3313 -0.5500
C -0.6359 -0.3186 0.2335
C -2.0854 0.5991 -0.1269
O -1.6992 -0.7269 -0.5284
H 2.8266 0.1638 -0.3884
H 0.8878 -1.3791 -0.8109
H 0.5317 0.1823 -1.5103
H -0.5892 -0.7131 1.2461
H -2.6495 0.4803 0.8271
H -0.9226 0.9780 0.2231

Atomic forces in eV per Å
O -0.025 -0.157 -0.280
C -0.113 0.080 0.143
C -0.103 0.115 0.048
C 0.306 -0.936 0.108
C 0.615 0.109 0.558
O -0.096 -0.179 -0.265
H -0.140 0.012 0.094
H -0.062 0.210 0.068
H -0.013 -0.002 0.093
H -0.122 0.143 -0.031
H 0.337 0.076 -0.161
H -0.585 0.529 -0.374

Output
E_HOMO	-8.79	eV
charge	0
spin multiplicity	1
LUMO energy	0.83	eV
E	-306.3168	hartree
orbital gap	9.62	eV

Here are the Löwdin charges for atoms 1 to 4, given in e:
1 O 0.06
2 C -0.25
3 C -0.10
4 C -0.33


A 2-piece molecular cluster, C4H10NOP overall, computed with wB97M-V/def2-TZVPD.

Atoms and positions in Å:
C 1.4587 1.1856 1.5384
N 1.0721 0.0907 1.1488
C 1.8180 -0.6921 0.0809
C 1.3240 -0.5714 -1.3914
H 0.8595 1.5885 2.4384
H 2.3685 1.7365 1.2978
H 1.7821 -1.8207 0.1790
H 2.9603 -0.4416 0.2122
H 1.9596 -1.0652 -2.2269
H 0.2783 -0.8886 -1.2952
H 1.3468 0.4800 -1.5816
C -3.1317 0.3496 0.7656
P -1.8838 -0.6404 0.1818
O -2.1404 -0.6307 -1.4269
H -3.3622 0.6923 1.7915
H -3.7294 0.9419 0.0123
H -2.9806 -0.3142 -1.7248

Atomic forces in eV per Å
C -0.228 2.083 2.969
N -0.494 -3.670 -2.711
C 2.787 -0.767 0.175
C 0.493 0.443 0.670
H 0.863 -0.080 -1.497
H 0.176 -0.062 -0.488
H -0.266 1.318 1.164
H -1.919 -0.264 -0.517
H -1.172 0.363 1.873
H 0.388 -0.121 -1.008
H -0.305 0.816 -0.673
C 0.366 0.514 -0.916
P -1.869 1.015 1.154
O 0.989 -0.538 -0.152
H 0.533 -0.684 -0.548
H 0.510 -0.810 0.708
H -0.852 0.442 -0.205

Output
E_HOMO	-8.81	eV
structure (SMILES)	C=NCC.C=PO
charge	0
spin multiplicity	1
LUMO energy	0.77	eV
E	-629.6594	hartree
orbital gap	9.58	eV

Here are the natural (NBO) charges for atoms 1 to 4, given in e:
1 C -0.04
2 N -0.40
3 C -0.25
4 C -0.62


A 3-piece molecular cluster, C32H72NO3P2 overall, computed with wB97M-V/def2-TZVPD.

Atoms and positions in Å:
C 1.5519 -4.3808 -1.9829
C 1.8948 -2.9126 -1.8040
C 0.9246 -2.0231 -2.6218
C -0.4281 -1.8243 -1.9446
P -1.7879 -1.3162 -3.0163
C -2.2133 -2.4928 -4.3356
C -2.8713 -3.8065 -3.9312
C -2.1005 -4.7569 -3.0032
C -2.8413 -6.0951 -2.8801
C -1.4712 0.2381 -3.9469
C -0.1600 0.3115 -4.7609
C -0.0404 1.7225 -5.3627
C 1.3218 1.9747 -6.0332
C -3.2021 -1.1016 -1.8416
C -3.3345 -2.1428 -0.7233
C -4.6403 -1.9474 0.0979
C -4.6898 -2.9413 1.2815
H 0.6396 -4.6551 -1.4541
H 2.3770 -5.0079 -1.6381
H 1.4863 -4.6054 -3.0516
H 2.9214 -2.7385 -2.1177
H 1.7364 -2.7003 -0.7425
H 0.8591 -2.4165 -3.6389
H 1.3511 -1.0228 -2.6988
H -0.3493 -0.9807 -1.2442
H -0.7765 -2.6443 -1.3123
H -1.3828 -2.6812 -5.0191
H -2.9461 -1.9598 -4.9503
H -3.1101 -4.3970 -4.8206
H -3.8955 -3.6554 -3.5659
H -1.8305 -4.3667 -2.0211
H -1.1217 -4.9022 -3.4761
H -2.1292 -6.8791 -2.6225
H -3.3388 -6.4296 -3.7896
H -3.5929 -5.9976 -2.0958
H -1.5157 1.0805 -3.2488
H -2.3679 0.4351 -4.5444
H -0.1381 -0.5078 -5.4806
H 0.6691 0.2765 -4.0555
H -0.1718 2.3280 -4.4648
H -0.8075 1.9003 -6.1200
H 2.0296 2.0874 -5.2092
H 1.2815 2.9532 -6.5112
H 1.6016 1.2113 -6.7529
H -4.1159 -1.1505 -2.4434
H -3.1342 -0.0943 -1.4283
H -2.5528 -1.8969 0.0031
H -3.3190 -3.1862 -1.0253
H -5.4562 -2.2602 -0.5610
H -4.8218 -0.9178 0.3984
H -4.2356 -3.8878 0.9854
H -5.7406 -3.1205 1.4943
H -4.1251 -2.5489 2.1261
C 4.1942 4.1699 0.0925
C 4.8223 3.0907 0.9828
C 3.9383 2.5320 2.1257
C 2.4799 2.3964 1.6559
P 1.1895 1.9139 2.8348
C 1.7396 2.3657 4.4709
C 1.9151 3.8886 4.6661
C 2.9461 4.2477 5.7564
C 3.3493 5.7270 5.6592
C -0.3415 2.8403 2.4771
C -1.5827 2.6339 3.3602
C -2.1290 1.2244 3.5465
C -2.8284 0.7237 2.2723
C 1.0386 0.0939 2.8535
C 0.6372 -0.5611 1.5120
C 0.2204 -2.0283 1.7460
C 1.4067 -2.9391 2.1398
H 4.8817 4.6129 -0.6241
H 3.8068 4.9809 0.7177
H 3.3650 3.7417 -0.4722
H 5.7485 3.4450 1.4319
H 4.9880 2.2344 0.3237
H 3.9726 3.1857 3.0013
H 4.3374 1.5664 2.4405
H 2.4853 1.6344 0.8680
H 2.2022 3.3328 1.1738
H 2.6198 1.7487 4.6781
H 0.9871 1.9464 5.1486
H 0.9351 4.3059 4.8984
H 2.3323 4.3450 3.7656
H 3.7638 3.5592 5.5274
H 2.5713 3.9777 6.7436
H 2.5898 6.4078 5.2860
H 4.2759 5.8576 5.0977
H 3.6605 6.0062 6.6686
H -0.5146 2.5714 1.4257
H -0.0763 3.8980 2.4806
H -2.3666 3.2868 2.9722
H -1.3602 3.0136 4.3629
H -2.8846 1.2176 4.3350
H -1.3461 0.5605 3.9139
H -3.1727 -0.3056 2.3107
H -2.1898 0.8893 1.3976
H -3.6470 1.4263 2.0964
H 0.3022 -0.2646 3.5784
H 1.9216 -0.3552 3.3184
H 1.4837 -0.5849 0.8192
H -0.1353 0.0291 1.0133
H -0.2261 -2.2947 0.7856
H -0.5439 -2.1502 2.5178
H 2.0592 -2.5869 2.9348
H 2.0262 -3.0287 1.2448
H 0.9592 -3.8960 2.4009
N 0.3239 2.0757 -1.2319
O 0.7105 3.1930 -0.8465
O -0.8634 1.6776 -0.9937
O 1.1315 1.2528 -1.7555

Atomic forces in eV per Å
C 0.697 -0.268 -0.380
C -1.217 -0.079 -0.187
C 0.839 0.197 0.368
C 0.008 0.370 0.068
P -0.201 0.576 0.125
C -0.586 -0.329 -0.046
C -0.644 -0.640 0.512
C 0.348 -0.161 -1.115
C 0.415 0.207 0.466
C -0.188 0.208 0.639
C -0.552 0.400 0.318
C 0.160 -1.009 -0.550
C -0.589 0.725 1.171
C -0.301 -0.587 -1.007
C -0.295 1.450 1.331
C 0.035 -1.334 -0.782
C 0.166 0.687 -0.733
H -0.045 -0.133 -0.160
H -0.186 -0.049 0.308
H -0.358 -0.087 0.062
H 0.028 0.212 0.181
H 0.510 0.400 -0.081
H -0.171 -0.098 0.006
H 0.077 -0.075 -0.072
H 0.039 0.153 -0.149
H 0.031 -0.272 -0.418
H 0.324 0.159 0.334
H 0.077 0.224 0.062
H 0.451 0.187 -0.266
H 0.184 0.386 0.428
H -0.423 0.147 0.034
H -0.028 -0.201 -0.044
H -0.164 -0.055 0.259
H 0.035 0.283 -0.143
H -0.068 -0.285 -0.008
H 0.345 -0.296 0.389
H 0.059 -0.451 -0.344
H 0.328 0.098 -0.152
H 0.021 -0.494 -0.100
H -0.033 0.703 -0.469
H -0.344 0.101 0.367
H 0.449 -0.354 -0.345
H 0.106 -0.094 -0.249
H 0.080 -0.067 0.055
H 0.026 0.216 -0.146
H 0.155 0.024 0.002
H 0.380 -0.616 -0.125
H 0.330 0.064 -0.221
H -0.144 0.382 -0.085
H 0.160 0.073 0.031
H -0.048 -0.059 0.023
H 0.114 -0.043 0.577
H -0.239 -0.132 0.242
C -0.387 0.012 0.655
C -0.419 -0.409 -0.314
C -0.355 0.441 0.264
C 0.235 -0.340 -0.434
P 0.291 0.046 0.378
C -0.257 -0.157 0.503
C 0.381 -0.438 0.392
C -0.685 -0.361 -0.990
C 1.056 -0.599 1.042
C 0.023 -0.925 -0.646
C 0.300 0.104 0.778
C -0.429 -0.385 -0.391
C 0.596 0.924 -0.155
C -0.488 -0.396 -0.070
C 0.514 -0.214 0.616
C 0.446 0.728 0.145
C -0.751 0.186 -1.195
H 0.233 -0.166 0.104
H -0.057 0.102 -0.144
H -0.030 0.168 -0.077
H 0.173 -0.197 -0.179
H 0.584 0.032 0.074
H 0.136 0.071 -0.057
H 0.020 -0.016 0.037
H -0.350 0.157 -0.179
H -0.414 -0.111 0.058
H 0.280 0.376 -0.056
H -0.059 0.222 0.110
H 0.043 0.264 -0.206
H -0.442 0.008 -0.242
H 0.424 0.361 0.376
H -0.042 0.093 0.027
H -0.168 -0.119 0.062
H -0.247 -0.057 -0.425
H -0.290 0.468 -0.046
H -0.291 0.234 -0.054
H 0.238 -0.020 -0.062
H 0.002 -0.018 -0.094
H 0.081 0.162 -0.049
H 0.100 0.251 0.113
H -0.087 -0.063 -0.176
H -0.077 -0.014 0.052
H 0.087 -0.392 -0.007
H -0.344 -0.387 0.022
H -0.243 0.691 0.027
H 0.512 0.381 -0.543
H 0.043 0.166 -0.005
H -0.145 -0.099 0.088
H 0.067 -0.715 0.198
H -0.218 0.414 -0.099
H -0.303 0.155 0.224
H 0.176 -0.376 0.210
H 0.488 -0.225 0.062
N 0.312 -0.990 0.812
O -0.399 -0.566 -0.404
O 0.537 0.442 -0.192
O -0.553 0.735 0.082

Output
E_HOMO	-10.88	eV
charge	+1
spin multiplicity	1
LUMO energy	-1.55	eV
E	-2225.3411	hartree
orbital gap	9.33	eV

Here are the Löwdin charges for atoms 1 to 4, given in e:
1 C -0.11
2 C -0.23
3 C -0.22
4 C -0.27


A 10-piece molecular cluster, C40H80O10 overall, computed with wB97M-V/def2-TZVPD.

Atoms and positions in Å:
C 29.5680 12.5520 18.1740
C 28.9500 11.8380 16.9540
C 30.0100 11.8520 15.8610
O 30.9280 12.8600 16.2990
C 30.9180 12.8480 17.6980
H 29.6920 11.9070 19.0560
H 28.9630 13.3880 18.4870
H 28.1330 12.4940 16.5320
H 28.5650 10.9000 17.2630
H 29.5680 11.8590 14.9570
H 30.5780 10.9970 15.8800
H 31.5440 13.5730 18.1360
H 31.5120 11.9400 17.9010
C 28.7590 16.8550 15.3820
C 28.3910 18.0690 16.2680
C 27.6570 17.4110 17.5100
O 27.9480 16.1070 17.4210
C 28.9360 15.7190 16.4040
H 29.6950 16.7530 14.7610
H 28.0300 16.2980 14.9130
H 27.4880 18.6360 15.7240
H 29.3460 18.6770 16.4000
H 26.5780 17.5280 17.5630
H 27.9940 17.7560 18.4830
H 29.0810 14.6810 16.0090
H 29.8620 15.7150 17.1180
C 27.0020 10.3640 10.2610
C 27.9220 10.2280 11.5150
C 28.7210 11.4970 11.6310
O 28.0210 12.4070 10.8200
C 26.8130 11.9290 10.3520
H 26.0330 9.7710 10.5390
H 27.3350 10.1580 9.2270
H 28.6160 9.4100 11.4530
H 27.2430 10.0540 12.2310
H 29.9860 11.3380 11.3390
H 28.4430 11.7910 12.6050
H 26.4500 12.4590 9.4310
H 26.1270 12.0970 11.0280
C 29.0710 9.0610 19.4290
C 29.4280 7.6760 19.9100
C 28.7410 7.6130 21.2110
O 27.5580 8.2900 21.0440
C 27.8370 9.4900 20.2530
H 28.7270 9.0550 18.3940
H 29.9570 9.4900 19.7130
H 30.5710 7.4080 19.8180
H 29.0140 6.9700 19.1130
H 29.5050 7.9740 21.9170
H 28.6650 6.4210 21.5730
H 28.1300 10.2850 20.8670
H 26.9070 9.8950 19.8240
C 31.8050 8.1680 15.1110
C 30.7490 7.7590 16.1130
C 29.4930 8.1990 15.4070
O 29.9680 9.0970 14.3680
C 31.1560 8.6430 13.9170
H 32.2670 7.0990 14.8530
H 32.3600 8.9500 15.6560
H 30.9090 8.2910 17.0550
H 30.7570 6.5730 16.1450
H 28.7470 8.7130 16.0240
H 28.9210 7.3040 14.9810
H 31.6320 9.3540 13.4000
H 31.1090 7.6790 13.1000
C 30.9810 16.6760 21.8430
C 30.5830 15.8560 20.6790
C 29.1900 15.3210 20.8530
O 28.8890 15.6020 22.2170
C 29.6380 16.7980 22.6030
H 31.2490 17.6690 21.5500
H 31.8020 16.2760 22.4740
H 31.3300 15.2050 20.7910
H 30.4600 16.3410 19.6910
H 29.0570 14.1270 20.8490
H 28.2930 15.9560 20.3120
H 29.6500 16.7180 23.6610
H 29.1660 17.7090 22.5180
C 34.5600 14.6050 20.0510
C 34.8320 14.0460 21.4560
C 35.4450 12.7580 21.1290
O 34.8680 12.3250 19.9400
C 34.8260 13.4910 19.0120
H 35.2880 15.2550 19.8520
H 33.4620 15.0720 19.8950
H 33.9320 13.8370 22.0120
H 35.6690 14.5940 22.0120
H 35.2170 11.9550 21.9150
H 36.5600 12.8960 20.8420
H 34.0520 13.4860 18.2370
H 35.6270 13.4030 18.4240
C 31.1980 11.0720 23.6690
C 31.8880 10.3860 22.5120
C 31.7950 11.3240 21.3380
O 30.6520 12.0460 21.6230
C 30.7430 12.3990 23.0590
H 31.8390 11.3550 24.4920
H 30.3140 10.7460 23.8730
H 31.3620 9.4020 22.1970
H 32.6980 10.1260 22.6920
H 31.7000 11.0020 20.4060
H 32.4770 11.9530 20.9480
H 29.8130 12.6780 23.5240
H 31.4920 13.3160 23.0800
C 35.0550 11.3020 14.6390
C 35.8900 11.9060 15.6800
C 35.8470 13.5100 15.3900
O 34.6940 13.6700 14.5520
C 33.9640 12.4990 14.5110
H 34.5780 10.4080 15.0570
H 35.4420 11.1830 13.7080
H 36.8670 11.3360 15.6800
H 35.4310 11.7580 16.6690
H 36.7790 13.6800 14.8720
H 35.9860 14.0530 16.2890
H 33.3820 12.2150 13.6140
H 33.2850 12.5000 15.3220
C 26.0610 11.9690 14.3770
C 26.4020 13.4860 14.2490
C 25.6860 14.1120 15.4500
O 24.5270 13.3820 15.6450
C 24.9740 11.9360 15.4260
H 26.9610 11.4520 14.5670
H 25.9140 11.5310 13.3290
H 25.9070 13.8350 13.4170
H 27.3690 13.7560 14.1390
H 25.3540 15.2350 15.2080
H 26.3080 14.1290 16.2530
H 24.3010 11.2250 15.2220
H 25.3260 11.5730 16.2970

Atomic forces in eV per Å
C -1.124 -0.532 0.820
C -1.072 2.044 -0.332
C 0.920 0.309 4.746
O -0.597 2.031 -2.123
C 1.903 -2.524 -0.661
H -0.455 0.055 -0.200
H -0.081 0.501 -0.034
H 0.362 -0.860 0.770
H -0.448 -0.998 -0.239
H -0.944 1.283 -3.460
H 1.247 -2.577 0.065
H 0.157 1.733 0.187
H 0.083 -0.300 0.548
C 3.010 -1.616 1.771
C -1.996 1.025 -2.009
C 1.278 1.826 -0.589
O -0.338 -5.415 -0.542
C 2.676 1.484 3.684
H -0.979 1.183 0.373
H -2.430 0.278 -2.078
H 2.552 -0.489 0.970
H -1.689 -0.495 0.293
H -0.297 0.336 -0.645
H 0.493 0.630 0.213
H -1.672 0.609 0.305
H -0.549 0.559 -1.730
C -1.435 0.632 0.402
C 2.299 -1.109 -4.478
C 1.201 -0.897 -1.185
O 1.900 1.921 -1.113
C 1.743 -2.236 -3.643
H 1.580 1.165 -1.057
H 0.262 -0.510 0.833
H 0.005 -0.763 0.057
H -1.916 -0.382 3.247
H -3.973 0.872 0.970
H 1.395 0.837 1.762
H 0.896 -0.566 0.519
H -3.925 1.010 3.758
C -2.411 -0.834 -0.958
C 1.007 -2.745 -3.836
C 1.666 -4.303 1.502
O -1.041 0.897 0.425
C 0.458 -1.408 0.475
H 1.069 0.272 -0.187
H 1.709 2.826 -0.176
H -2.044 0.869 0.801
H 0.103 0.338 1.374
H -0.764 0.772 0.590
H -0.643 3.172 -0.927
H 0.597 1.123 1.547
H 0.364 -0.964 -0.599
C 3.186 -3.487 1.621
C -0.810 -2.466 -0.137
C -1.335 -0.449 -0.872
O -3.391 0.482 0.452
C -1.321 -4.859 -1.841
H 0.545 2.929 0.700
H 0.789 -0.599 -0.822
H -0.183 -0.667 0.096
H -0.140 2.570 0.858
H 0.349 0.269 -0.180
H 0.868 1.124 0.068
H 1.825 2.919 -1.838
H -0.457 2.244 1.837
C -1.428 2.128 2.054
C -2.195 1.496 -2.536
C -3.251 -1.156 1.400
O 0.351 1.253 1.010
C 0.872 -3.385 0.515
H 0.535 0.686 -0.154
H -0.618 -0.075 -0.526
H 2.417 -3.724 -1.288
H 1.331 0.110 0.438
H 0.284 2.752 -0.862
H 2.520 -1.926 0.201
H 0.751 -0.341 1.210
H -1.549 2.051 -1.463
C -3.698 -0.621 -0.606
C 1.079 1.136 0.258
C 1.897 -2.190 -0.346
O -1.490 -0.693 -2.380
C -4.015 -1.235 3.932
H 2.370 3.615 -0.635
H 2.700 -0.965 0.445
H -0.260 0.540 0.435
H -1.829 -0.090 -0.382
H 0.898 1.005 -1.101
H -1.186 -0.373 1.273
H -0.680 -0.787 0.622
H 4.121 0.640 -1.547
C 4.662 3.835 -1.909
C -12.294 1.241 -3.798
C -1.916 -0.021 3.112
O -2.544 1.893 1.498
C 2.186 1.367 -2.176
H 0.045 -0.739 0.547
H -4.822 -3.210 2.058
H 0.446 1.543 0.636
H 13.555 -4.091 3.170
H -1.626 -3.377 -3.969
H 4.080 2.922 0.872
H -0.541 0.500 -0.592
H -1.241 -1.796 0.417
C -4.290 1.817 2.658
C 1.710 0.841 1.213
C 1.112 -3.912 -1.235
O 1.157 1.559 -0.032
C 0.699 -3.365 -0.499
H 0.028 -0.072 -0.607
H 1.542 -0.602 -2.541
H -0.460 1.429 0.292
H 0.100 -0.214 -0.260
H 0.022 0.588 -0.917
H -1.100 0.887 0.967
H 0.338 1.373 -0.105
H -0.887 -0.338 1.056
C 0.719 1.014 -2.380
C -3.055 -1.384 1.616
C -1.343 2.806 -3.408
O -0.453 -3.303 -0.384
C 1.446 4.023 -1.482
H 1.026 -0.792 1.342
H -0.996 0.723 1.368
H -1.103 0.838 -2.102
H 3.381 0.533 -0.043
H 0.750 -2.298 0.597
H 1.720 0.073 2.836
H -3.797 -1.614 -1.296
H 1.782 -0.604 3.364

Output
E_HOMO	-9.06	eV
structure (SMILES)	C1CCOC1.C1CCOC1.C1CCOC1.C1CCOC1.C1CCOC1.C1CCOC1.C1CCOC1.C1CCOC1.C1CCOC1.C1CCOC1
charge	0
spin multiplicity	1
LUMO energy	0.55	eV
E	-2323.7230	hartree
orbital gap	9.61	eV

Here are the Löwdin charges for atoms 1 to 4, given in e:
1 C -0.14
2 C -0.11
3 C -0.16
4 O -0.13


> E_HOMO of number 4 (C40H80O10)?

-9.06 eV